1.
Density functional theory data (ωB97M-V with the def2-TZVPD basis set) for a 12-piece molecular cluster, C35H100N6O17 overall at a distorted geometry.

Cartesian coordinates (Å):
C1 -12.242 -3.298 10.887
O1 -12.949 -2.515 11.830
C2 -13.363 -3.249 12.946
C3 -14.470 -2.552 13.715
C4 -14.122 -1.104 14.060
N1 -14.779 -3.279 14.942
H1 -11.841 -2.593 10.166
H2 -12.920 -4.015 10.408
H3 -11.454 -3.894 11.361
H4 -13.712 -4.267 12.697
H5 -12.513 -3.471 13.619
H6 -15.382 -2.468 13.116
H7 -14.878 -0.661 14.707
H8 -14.086 -0.463 13.174
H9 -13.122 -1.002 14.488
H10 -13.930 -3.313 15.506
H11 -14.999 -4.259 14.741
C5 -12.638 -5.443 16.736
O2 -13.031 -4.152 17.146
C6 -13.043 -4.072 18.555
C7 -13.487 -2.671 18.957
C8 -13.387 -2.544 20.489
N2 -14.856 -2.359 18.542
H12 -12.634 -5.489 15.647
H13 -13.432 -6.143 17.047
H14 -11.736 -5.851 17.203
H15 -13.817 -4.715 18.998
H16 -12.073 -4.323 18.996
H17 -12.843 -1.900 18.520
H18 -12.566 -3.126 20.912
H19 -14.333 -2.801 20.967
H20 -13.170 -1.510 20.761
H21 -14.957 -2.604 17.561
H22 -15.515 -2.931 19.065
C9 -11.037 -11.266 14.698
O3 -10.810 -9.870 14.841
C10 -11.459 -9.089 13.856
C11 -11.000 -7.654 14.114
C12 -11.672 -6.658 13.167
N3 -9.555 -7.556 13.981
H23 -10.742 -11.570 13.690
H24 -12.068 -11.481 14.979
H25 -10.337 -11.780 15.358
H26 -11.145 -9.354 12.838
H27 -12.551 -9.152 13.941
H28 -11.282 -7.469 15.166
H29 -11.507 -6.992 12.141
H30 -11.187 -5.692 13.311
H31 -12.743 -6.585 13.356
H32 -9.141 -8.304 14.524
H33 -9.200 -6.661 14.306
C13 -16.565 0.622 23.474
O4 -16.325 1.241 22.252
C14 -15.550 0.491 21.348
C15 -15.340 1.308 20.060
C16 -16.688 1.588 19.420
N4 -14.439 0.660 19.132
H34 -15.669 0.344 24.051
H35 -17.209 -0.259 23.370
H36 -17.047 1.340 24.143
H37 -14.547 0.260 21.738
H38 -16.037 -0.472 21.132
H39 -14.976 2.289 20.389
H40 -17.218 0.682 19.105
H41 -16.698 2.232 18.536
H42 -17.336 2.121 20.121
H43 -14.859 -0.207 18.786
H44 -13.591 0.395 19.625
C17 -10.630 -1.782 16.024
O5 -9.491 -2.238 15.320
C18 -9.321 -3.623 15.445
C19 -8.083 -4.013 14.656
C20 -8.273 -3.897 13.160
N5 -7.666 -5.378 15.033
H45 -11.523 -2.199 15.553
H46 -10.624 -0.698 16.089
H47 -10.609 -2.144 17.062
H48 -9.248 -3.897 16.508
H49 -10.170 -4.190 15.028
H50 -7.263 -3.340 14.937
H51 -8.430 -2.846 12.903
H52 -9.120 -4.452 12.755
H53 -7.356 -4.192 12.645
H54 -7.502 -5.404 16.035
H55 -6.777 -5.638 14.622
C21 -14.175 -10.005 16.533
O6 -14.956 -9.489 15.474
C22 -15.012 -8.080 15.480
C23 -16.016 -7.612 14.427
C24 -15.563 -7.974 13.011
N6 -16.143 -6.155 14.547
H56 -14.007 -11.062 16.346
H57 -14.671 -9.846 17.497
H58 -13.218 -9.465 16.518
H59 -15.407 -7.741 16.448
H60 -14.024 -7.659 15.259
H61 -16.986 -8.101 14.583
H62 -15.394 -9.046 12.908
H63 -14.593 -7.522 12.797
H64 -16.327 -7.626 12.315
H65 -16.533 -5.938 15.462
H66 -16.800 -5.862 13.832
O7 -17.256 -6.003 17.366
C25 -17.235 -6.813 18.529
C26 -16.197 -6.323 19.504
O8 -16.535 -5.004 19.981
H67 -17.358 -5.087 17.677
H68 -18.197 -6.788 19.058
H69 -17.051 -7.856 18.269
H70 -15.209 -6.268 19.039
H71 -16.174 -6.992 20.370
H72 -16.420 -5.024 20.933
O9 -10.374 3.699 19.383
C27 -11.162 2.507 19.368
C28 -11.068 1.854 20.738
O10 -11.726 0.602 20.669
H73 -9.778 3.667 18.633
H74 -12.209 2.767 19.190
H75 -10.870 1.813 18.578
H76 -11.586 2.504 21.453
H77 -10.028 1.779 21.068
H78 -11.424 -0.003 21.358
O11 -11.075 -1.297 22.785
C29 -10.044 -1.922 22.033
C30 -8.639 -1.795 22.586
O12 -8.506 -2.461 23.856
H79 -11.002 -1.491 23.723
H80 -10.300 -2.972 21.882
H81 -10.005 -1.448 21.046
H82 -8.274 -0.773 22.712
H83 -7.974 -2.330 21.908
H84 -9.003 -1.982 24.524
O13 -9.687 -5.774 20.057
C31 -9.621 -5.740 21.479
C32 -8.775 -6.870 22.038
O14 -9.464 -8.106 21.872
H85 -10.378 -6.411 19.811
H86 -9.215 -4.771 21.772
H87 -10.620 -5.799 21.924
H88 -8.630 -6.580 23.091
H89 -7.780 -6.897 21.595
H90 -8.797 -8.795 21.941
O15 -11.692 -7.700 19.264
C33 -12.421 -8.620 20.075
C34 -13.037 -7.846 21.233
O16 -12.231 -7.794 22.400
H91 -11.290 -8.197 18.541
H92 -13.206 -9.126 19.505
H93 -11.742 -9.383 20.472
H94 -13.992 -8.274 21.541
H95 -13.222 -6.832 20.851
H96 -11.304 -7.889 22.120
C35 -18.359 -3.375 15.554
O17 -17.310 -3.292 16.500
H97 -18.187 -4.206 14.864
H98 -19.273 -3.613 16.098
H99 -18.496 -2.421 15.042
H100 -16.443 -3.189 16.066

Forces on atoms 1 to 6 (eV/Å):
-0.4 0.0 0.3
-0.1 -0.1 -0.1
-0.1 -0.8 0.3
-0.2 1.0 0.1
0.3 0.4 -0.4
0.2 -0.3 0.1

HOMO-LUMO gap = 0.305 Eh
max |F| = 1.563 eV Å⁻¹
energy relative to the best compared isomer or geometry (same formula, charge and spin) = 0.00 kJ/mol
HOMO energy = -8.15 eV
SMILES string = COC[C@H](C)N.COC[C@H](C)N.COC[C@H](C)N.COC[C@H](C)N.COC[C@H](C)N.COC[C@H](C)N.OCCO.OCCO.OCCO.OCCO.OCCO.CO
total energy = -81660.375 eV


2.
Density functional theory data (ωB97M-V with the def2-TZVPD basis set) for a 2-piece molecular cluster, C3H9NS2 overall at a distorted geometry.

Cartesian coordinates (Å):
C1 1.906 -2.382 -3.388
N1 1.782 -1.933 -2.179
C2 0.366 -1.945 -1.792
H1 2.751 -2.015 -3.939
H2 1.060 -2.735 -4.039
H3 -0.168 -1.131 -2.406
H4 0.204 -1.613 -0.660
H5 -0.077 -2.915 -2.270
C3 0.684 2.172 1.001
S1 -0.105 0.866 2.061
S2 -2.047 0.992 1.140
H6 1.484 1.674 0.367
H7 0.891 3.038 1.627
H8 0.060 2.522 0.179
H9 -1.976 -0.084 0.239

Forces on atoms 1 to 6 (eV/Å):
-0.5 1.9 1.0
-0.7 -0.5 -2.3
-1.4 0.4 0.1
0.9 -0.8 -0.1
0.5 -0.1 0.9
0.8 -0.9 1.0

HOMO-LUMO gap = 0.348 Eh
max |F| = 2.824 eV Å⁻¹
energy relative to the best compared isomer or geometry (same formula, charge and spin) = 244.04 kJ/mol
HOMO energy = -9.21 eV
SMILES string = C=NC.CSS
total energy = -26415.147 eV


3.
Density functional theory data (ωB97M-V with the def2-TZVPD basis set) for a 2-piece molecular cluster, C4H7ClN2O2 overall at a distorted geometry.

Cartesian coordinates (Å):
O1 0.412 1.678 2.374
N1 1.131 0.742 2.119
O2 1.431 -0.154 3.250
C1 1.599 0.387 0.969
Cl1 2.556 -0.930 0.613
H1 2.091 -0.839 2.989
H2 1.117 0.902 0.194
C2 -0.557 -1.946 -0.564
C3 -0.742 -0.755 -1.171
N2 -0.727 0.268 -1.785
C4 -1.757 1.189 -2.036
H3 -0.246 -1.858 0.427
H4 -0.386 -2.916 -0.974
H5 -2.595 0.543 -2.396
H6 -1.338 1.880 -2.800
H7 -1.991 1.810 -1.206

Forces on atoms 1 to 6 (eV/Å):
-0.2 0.2 0.4
1.0 -2.2 0.9
0.0 0.7 -0.3
-0.8 0.6 0.2
0.7 -0.8 0.2
-0.5 0.8 -0.3

HOMO-LUMO gap = 0.338 Eh
max |F| = 3.777 eV Å⁻¹
energy relative to the best compared isomer or geometry (same formula, charge and spin) = 373.62 kJ/mol
HOMO energy = -8.67 eV
SMILES string = [O-]/[N+](O)=C/Cl.C=C=NC
total energy = -23853.028 eV


4.
Density functional theory data (ωB97M-V with the def2-TZVPD basis set) for a 2-piece molecular cluster, C7H12N3 overall at a distorted geometry.

Cartesian coordinates (Å):
C1 -0.489 -0.015 1.270
C2 -0.507 -1.186 2.066
C3 -0.698 1.543 -1.789
C4 -0.111 0.256 -2.535
C5 0.623 0.979 -1.507
C6 -1.189 -1.496 3.317
C7 1.955 1.469 -1.333
N1 0.178 -2.094 1.437
N2 0.605 -1.544 0.321
N3 0.181 -0.294 0.205
H1 -1.223 0.813 1.442
H2 -0.720 2.346 -2.349
H3 -1.599 1.383 -1.144
H4 -0.551 -0.667 -2.264
H5 0.151 0.397 -3.690
H6 -0.905 -0.833 4.138
H7 -2.360 -1.513 3.128
H8 -0.940 -2.614 3.543
H9 2.709 0.885 -1.652
H10 2.041 1.807 -0.353
H11 1.815 2.391 -1.863
H12 1.035 -2.012 -0.389

Forces on atoms 1 to 6 (eV/Å):
-2.5 0.4 1.8
0.1 0.7 -0.4
-0.6 -5.4 2.6
0.0 2.0 -2.2
-1.3 -1.8 0.6
-2.2 -2.4 0.5

HOMO-LUMO gap = 0.337 Eh
max |F| = 6.014 eV Å⁻¹
energy relative to the best compared isomer or geometry (same formula, charge and spin) = 555.23 kJ/mol
HOMO energy = -13.90 eV
total energy = -11912.787 eV
total charge = +1


5.
Density functional theory data (ωB97M-V with the def2-TZVPD basis set) for one molecule with the formula C4H11NO at a distorted geometry.

Cartesian coordinates (Å):
N1 2.293 -1.475 -0.287
C1 1.091 -1.304 0.638
C2 0.510 0.148 0.778
C3 -0.016 0.880 -0.430
C4 -1.516 0.501 -0.694
O1 -2.527 1.362 -0.020
H1 3.131 -1.485 0.329
H2 2.740 -1.667 -1.284
H3 1.282 -1.894 1.487
H4 0.293 -2.058 0.211
H5 -0.292 -0.146 1.595
H6 1.321 0.771 1.308
H7 -0.069 1.941 -0.167
H8 0.523 0.618 -1.289
H9 -1.713 0.602 -1.820
H10 -1.618 -0.534 -0.339
H11 -1.847 1.931 0.388

Forces on atoms 1 to 6 (eV/Å):
3.4 0.0 0.6
-1.5 -1.3 -5.5
1.0 -1.8 3.6
-2.9 -0.3 1.8
-0.5 0.0 -1.6
3.0 -0.6 -0.3

HOMO-LUMO gap = 0.360 Eh
max |F| = 5.874 eV Å⁻¹
energy relative to the best compared isomer or geometry (same formula, charge and spin) = 309.59 kJ/mol
HOMO energy = -8.75 eV
SMILES string = NCCCCO
total energy = -7861.345 eV


6.
Density functional theory data (ωB97M-V with the def2-TZVPD basis set) for one molecule with the formula C4H6O3S at a distorted geometry.

Cartesian coordinates (Å):
C1 -0.176 -1.386 0.964
C2 0.525 -0.385 0.158
O1 0.113 -0.341 -1.161
C3 1.038 0.319 -1.833
O2 1.732 1.219 -1.369
O3 0.282 0.969 0.592
C4 -1.061 1.418 0.666
S1 -2.355 0.641 0.123
H1 -1.294 -1.257 0.694
H2 -0.306 -1.103 2.039
H3 0.098 -2.551 1.194
H4 1.598 -0.336 0.084
H5 0.888 0.185 -2.837
H6 -1.081 2.607 0.686

Forces on atoms 1 to 6 (eV/Å):
-3.0 -3.0 2.9
0.4 1.6 0.9
0.2 -2.1 -0.9
0.4 4.2 1.2
-0.2 -2.3 -1.2
-3.2 1.1 2.4

HOMO-LUMO gap = 0.324 Eh
max |F| = 5.182 eV Å⁻¹
energy relative to the best compared isomer or geometry (same formula, charge and spin) = 293.44 kJ/mol
HOMO energy = -8.90 eV
SMILES string = C[C@@H](OC=O)OC=S
total energy = -21219.943 eV